Formula: C22H25ClO6
Source: OMol25
Level of theory: ωB97M-V/def2-TZVPD

Output
Kohn-Sham gap (eV): 6.25
Max |F| (eV Å⁻¹): 2.32
Relative energy (zero: lowest compared OMol25 entry of this formula, charge and spin) (kcal per mole): 0.0
Energy (hartree): -1764.84934

Each line ends with the Löwdin charge.
Element x y z (Å)
1 C -2.762 -2.264 1.995  -0.07
2 C -1.327 -2.440 2.420  -0.21
3 O -0.716 -1.127 2.448  0.00
4 C 0.545 -1.120 2.888  -0.53
5 C 1.279 0.191 2.896  -0.50
6 Cl 2.532 0.091 1.709  0.78
7 C 0.553 1.497 2.729  -0.53
8 O 1.169 2.562 2.713  0.05
9 O -0.776 1.415 2.622  -0.01
10 C -1.405 2.700 2.442  -0.22
11 C -2.831 2.426 2.055  -0.07
12 O 1.111 -2.141 3.278  0.03
13 H -3.211 -3.259 1.924  0.08
14 H -3.323 -1.688 2.739  0.08
15 H -2.859 -1.774 1.020  0.08
16 H -1.272 -2.870 3.429  0.13
17 H -0.783 -3.081 1.710  0.13
18 H -1.347 3.241 3.396  0.13
19 H -0.886 3.270 1.661  0.13
20 H -3.353 3.377 1.939  0.08
21 H -2.893 1.885 1.104  0.08
22 H -3.340 1.836 2.824  0.08
23 C 5.130 6.655 5.057  -0.06
24 O 5.477 5.482 4.290  -0.08
25 C 4.746 4.351 4.456  -0.25
26 C 5.170 3.210 3.724  0.01
27 C 4.490 2.019 3.847  -0.01
28 C 3.353 1.887 4.699  -0.21
29 C 2.687 0.627 4.856  0.02
30 C 2.246 0.118 6.113  -0.18
31 C 1.710 -1.203 6.152  0.00
32 C 1.235 -1.764 7.311  0.02
33 C 1.238 -0.996 8.504  -0.26
34 O 0.613 -1.551 9.569  -0.09
35 C 0.321 -0.736 10.725  -0.06
36 C 1.889 0.260 8.532  -0.01
37 C 2.413 0.772 7.365  -0.02
38 C 2.958 3.044 5.419  -0.03
39 C 3.630 4.245 5.320  0.00
40 H 5.811 7.421 4.687  0.09
41 H 4.089 6.958 4.884  0.09
42 H 5.297 6.486 6.129  0.10
43 H 6.038 3.304 3.073  0.12
44 H 4.823 1.147 3.292  0.10
45 H 2.881 -0.130 4.100  0.06
46 H 1.672 -1.784 5.240  0.10
47 H 0.819 -2.765 7.331  0.12
48 H -0.271 -1.396 11.359  0.09
49 H 1.247 -0.443 11.236  0.09
50 H -0.258 0.155 10.452  0.10
51 H 1.972 0.815 9.468  0.11
52 H 2.972 1.703 7.413  0.11
53 H 2.074 2.994 6.061  0.12
54 H 3.315 5.112 5.910  0.11

Atomic forces in eV per Å
-0.26 0.00 0.01
0.01 0.08 0.05
0.24 -0.37 0.02
0.95 -0.73 0.85
-2.07 1.03 -0.11
0.86 -0.03 -0.13
1.58 0.38 0.19
-0.88 -1.01 -0.14
0.16 0.57 0.03
-0.13 -0.03 0.10
-0.37 -0.06 -0.06
-0.65 0.83 -0.64
-0.07 0.10 -0.02
0.09 -0.06 -0.16
0.12 -0.08 0.20
0.11 0.00 -0.35
-0.03 0.22 0.35
0.07 0.03 -0.29
-0.01 -0.17 0.33
-0.08 -0.04 0.01
0.07 0.07 0.18
0.05 0.09 -0.12
0.11 -0.51 -0.31
-0.40 0.09 0.32
-0.23 -0.62 0.18
-0.18 0.71 0.36
-0.70 -0.15 0.25
0.31 1.24 -0.15
0.73 -1.02 -1.36
-0.64 -0.72 1.35
0.21 0.38 0.08
-0.05 0.65 0.78
0.17 0.24 -0.34
-0.04 0.38 0.25
0.29 -0.38 -0.55
-0.54 -0.84 0.37
-0.10 0.15 -0.91
-0.26 -0.53 -0.19
0.71 0.51 -0.33
-0.13 0.00 0.13
0.23 -0.09 -0.03
-0.04 0.00 -0.21
-0.21 -0.02 0.17
-0.05 0.12 0.06
0.81 0.17 0.79
0.00 0.14 -0.03
0.02 0.13 0.01
0.09 0.22 0.04
-0.20 -0.06 -0.04
0.14 -0.20 -0.02
0.05 -0.20 -0.35
-0.17 -0.22 0.01
0.28 0.05 -0.35
0.03 -0.44 -0.30